The following is a DFT calculation (ωB97M-V with the def2-TZVPD basis set) of 2 unconnected molecules or ions with the total composition C4H11N2O.

The value obtained for the HOMO energy is -13.758 eV. Its net charge is +1. The value obtained for the relative energy (zero: lowest compared OMol25 entry of this formula, charge and spin) is 157.8 kJ/mol. As for the gap between HOMO and LUMO: 8.766 eV.

Last column: Löwdin charge in e.
Cartesian coordinates (Å):
C  1.417  -1.073  -1.391  -0.061
C  1.032  -0.987  0.074  -0.185
C  -0.995  -1.499  1.356  0.188
N  -0.366  -1.460  0.252  0.059
H  1.390  -2.100  -1.752  0.089
H  0.724  -0.461  -1.965  0.068
H  2.417  -0.675  -1.532  0.096
H  1.627  -1.677  0.675  0.136
H  1.132  0.015  0.463  0.110
H  -2.045  -1.750  1.330  0.129
H  -0.409  -1.284  2.241  0.133
H  -0.888  -1.619  -0.608  0.178
C  -0.339  2.190  -0.214  -0.424
N  -1.326  2.533  0.638  0.131
O  -0.489  1.502  -1.203  0.000
H  0.622  2.671  0.019  0.138
H  -2.283  2.344  0.377  0.113
H  -1.221  3.329  1.240  0.103

The following is a DFT calculation (ωB97M-V with the def2-TZVPD basis set) of a gas-phase ion, C4H11N2O (charge +1).

The value obtained for the HOMO energy is -14.729 eV. Its net charge is +1. The value obtained for the relative energy (zero: lowest compared OMol25 entry of this formula, charge and spin) is 303.4 kJ/mol. As for the gap between HOMO and LUMO: 11.389 eV.

Last column: Löwdin charge in e.
Cartesian coordinates (Å):
C  1.509  0.212  0.467  -0.195
C  -0.851  -1.735  -0.341  -0.042
C  0.440  0.513  -0.450  -0.225
C  -0.869  -0.235  -0.322  -0.377
N  1.956  -0.946  0.374  0.197
N  -0.043  2.008  -0.191  0.226
O  -1.409  0.268  0.909  -0.015
H  1.767  1.106  1.080  0.140
H  -0.187  -2.325  0.263  0.072
H  -0.605  -2.087  -1.405  0.131
H  -1.910  -1.965  -0.154  0.105
H  0.790  0.315  -1.413  0.149
H  -1.596  -0.073  -1.198  0.185
H  2.620  -1.214  1.048  0.074
H  -0.722  1.676  0.527  0.111
H  -0.485  2.321  -1.056  0.172
H  0.811  2.480  0.254  0.186
H  -1.216  -0.320  1.609  0.108

The following is a DFT calculation (ωB97M-V with the def2-TZVPD basis set) of 2 unconnected molecules or ions with the total composition C4H11N2O.

The value obtained for the HOMO energy is -14.163 eV. Its net charge is +1. The value obtained for the relative energy (zero: lowest compared OMol25 entry of this formula, charge and spin) is 332.2 kJ/mol. As for the gap between HOMO and LUMO: 8.882 eV.

Last column: Löwdin charge in e.
Cartesian coordinates (Å):
C  -0.438  -0.722  -0.615  -0.287
C  1.874  -0.057  -1.215  0.015
C  -2.148  0.903  0.961  -0.083
C  1.023  -0.750  -0.253  -0.242
N  1.412  -1.587  0.636  0.312
N  -0.867  1.157  0.256  -0.015
O  -1.171  -1.416  0.055  0.018
H  -0.837  -0.366  -1.504  0.128
H  1.485  0.142  -2.164  0.079
H  2.060  1.085  -0.809  0.182
H  2.905  -0.424  -1.286  0.106
H  -2.035  0.686  2.048  0.106
H  -2.891  1.690  0.732  0.104
H  -2.554  -0.005  0.556  0.058
H  2.390  -1.499  0.770  0.157
H  0.613  -2.064  1.006  0.150
H  -0.726  2.085  -0.110  0.111
H  -0.097  1.141  0.934  0.101